Record 1
C29H26N6O2S | the ωB97M-V functional and the def2-TZVPD basis

Output
HOMO level (eV): -8.06
E (eV): -54366.73515
Molar mass (g mol⁻¹): 522.63
LUMO (eV): 0.57

ORCA input file:
```
! RIJCOSX wB97M-V def2-TZVPD def2/J DEFGRID3
* xyz 0 1
S -3.9847 2.0804 -0.1351
O -1.1281 2.2616 -1.0939
O -3.9152 -2.8354 -0.0260
N -3.8507 -0.5649 -0.0217
N 4.7444 0.6619 1.1104
N -2.1847 0.6474 1.1092
N 0.9002 2.4079 1.0388
N -0.3713 2.8913 0.9698
N 4.7288 0.3377 -0.1970
C -7.3661 -0.6699 -1.1584
C 1.4773 1.8449 0.0492
C -5.0118 -0.4982 -0.8536
C 7.4153 -0.6907 -2.5145
C -4.8478 -0.2053 -2.1991
C 3.2739 1.7644 2.7254
C 6.5388 -1.2143 0.0591
C -1.4479 -2.9448 1.4590
C 6.3009 -0.0321 -2.0259
C -2.1053 -1.7688 1.0933
C -0.2712 -2.8840 2.1700
C 8.0899 -1.6086 -1.7279
C 3.6040 1.2542 1.3746
C 0.2636 -1.6478 2.5311
C -1.3222 2.7057 0.0154
C 5.8483 -0.3075 -0.7402
C -3.3413 -1.8255 0.3209
C -6.4262 -1.0707 1.1427
C -2.6956 3.2159 0.4573
C 3.5624 0.6968 -0.7868
C 3.2005 0.3926 -2.1940
C -0.3745 -0.4776 2.1907
C -7.2137 -0.3742 -2.5011
C 2.7959 1.3074 0.2031
C 7.6546 -1.8599 -0.4365
C -5.9542 -0.1402 -3.0249
C -6.2711 -0.7379 -0.3076
C -1.5667 -0.5230 1.4604
C -3.2419 0.5804 0.3824
H 0.0354 0.4830 2.4582
H -3.8553 -0.0290 -2.5864
H 3.0302 2.8228 2.6705
H -6.0120 -2.0602 1.3371
H 3.7052 -0.5085 -2.5374
H -8.3523 -0.8544 -0.7581
H 3.4663 1.2171 -2.8570
H -0.6637 3.2435 1.8716
H 6.1884 -1.3892 1.0638
H -2.9108 4.1695 -0.0256
H -8.0818 -0.3289 -3.1417
H 8.1858 -2.5642 0.1858
H -5.8307 0.0872 -4.0725
H 7.7633 -0.4758 -3.5140
H 4.1187 1.6098 3.3907
H -7.4747 -1.0712 1.4276
H 1.0173 1.7296 -0.9286
H -2.7818 3.3100 1.5382
H 5.8062 0.7095 -2.6318
H 8.9589 -2.1178 -2.1162
H 2.1253 0.2434 -2.2668
H -5.8921 -0.3534 1.7656
H 1.1914 -1.6088 3.0831
H 2.4001 1.2449 3.1137
H 0.2415 -3.7923 2.4483
H -1.8857 -3.8864 1.1634
*
```

Results of the Löwdin charge analysis, in e, for atoms 1 through 5:
1 S 1.056
2 O 0.046
3 O 0.104
4 N 0.055
5 N 0.139

=====

Record 2
FHO2S | the ωB97M-V functional and the def2-TZVPD basis

Output
HOMO level (eV): -12.66
E (eV): -17663.00110
Molar mass (g mol⁻¹): 84.07
LUMO (eV): 0.27

ORCA input file:
```
! RIJCOSX wB97M-V def2-TZVPD def2/J DEFGRID3
* xyz 0 1
S 1.1576 -0.1111 -0.0333
F 1.3202 1.4225 -0.4755
O 1.8282 -0.2112 1.2114
O 1.5163 -0.8639 -1.1910
H -0.2434 -0.0841 0.0741
*
```

Want to see where the charge sits? The Löwdin charges in e are:
1 S 0.681
2 F -0.214
3 O -0.284
4 O -0.297
5 H 0.115

=====

Record 3
C17H34CoN3OSSi4Te | the ωB97M-V functional and the def2-TZVPD basis

Output
HOMO level (alpha / beta) (eV): -7.39 / -7.72
Expectation value of S²: 6.0170
E (eV): -111968.31188
Molar mass (g mol⁻¹): 627.42
LUMO (alpha / beta) (eV): 0.35 / -2.51

ORCA input file:
```
! RIJCOSX wB97M-V def2-TZVPD def2/J DEFGRID3
* xyz 0 5
Te -0.3900 1.1976 -2.8534
Co 0.4063 0.1957 -0.6290
S 1.5902 1.8313 0.4536
Si 1.2992 1.0416 -4.7111
Si 0.3995 -0.6960 -6.0390
Si 3.5478 0.6602 -4.1321
Si 0.9584 3.1566 -5.7021
O -0.7949 -1.2532 -0.3880
N 4.1837 1.5210 0.8732
N 2.0215 -0.9429 -0.3340
N 3.1998 -0.3791 0.1174
C -0.0021 -5.1258 -1.6286
C -0.8250 3.2718 -6.2757
C 2.0837 3.4054 -7.1854
C 1.0392 -4.3044 -1.2637
C 0.9590 -0.4317 -7.8123
C -0.4940 -2.4664 -0.7830
C 1.3187 4.4828 -4.4225
C 4.4067 0.6090 -5.8080
C 4.2103 2.0636 -3.0849
C -1.4745 -0.6592 -5.9722
C 0.8311 -2.9769 -0.8561
C 2.0000 -2.2203 -0.4580
C 1.0211 -2.3456 -5.3982
C 3.0590 0.8627 0.4704
C -1.3043 -4.6240 -1.5582
C -1.5447 -3.3366 -1.1392
C 3.8640 -0.9557 -3.2475
H 2.0569 -4.6771 -1.2897
H 0.8515 4.2641 -3.4617
H -1.8697 0.3310 -6.1990
H 0.4671 -3.1629 -5.8649
H 2.0453 -0.4193 -7.9017
H 4.1640 3.0253 -3.5965
H 4.1789 1.4819 -6.4189
H 5.2548 1.8630 -2.8355
H 4.0606 2.3699 1.3959
H 5.4895 0.5677 -5.6743
H -1.8413 -0.9456 -4.9861
H 0.8942 -2.4329 -4.3175
H 0.5790 -1.2388 -8.4424
H 2.3921 4.5774 -4.2514
H -2.1391 -5.2575 -1.8304
H 3.1304 3.4826 -6.8910
H 2.0781 -2.4865 -5.6269
H -1.5272 3.0833 -5.4636
H 3.4512 -0.9279 -2.2411
H 2.9206 -2.7637 -0.2467
H 4.1109 -0.2783 -6.3700
H 4.9829 0.9485 1.0904
H -1.0248 4.2704 -6.6704
H -2.5514 -2.9475 -1.0714
H 0.1818 -6.1411 -1.9510
H 0.5786 0.5089 -8.2120
H 4.9444 -1.0928 -3.1556
H 3.6571 2.1493 -2.1479
H 0.9469 5.4520 -4.7618
H -1.8851 -1.3635 -6.6993
H 1.8127 4.3386 -7.6848
H 3.4545 -1.8183 -3.7695
H -1.0292 2.5523 -7.0700
H 1.9945 2.5986 -7.9129
*
```

Results of the Löwdin charge analysis, in e, for atoms 1 through 5:
1 Te 0.776
2 Co 0.156
3 S 0.566
4 Si 0.121
5 Si 0.327

=====

Record 4
C15H28BBr5Cl3F3Mg2N3NaO12PS | the ωB97M-V functional and the def2-TZVPD basis

Output
HOMO level (eV): -9.85
E (eV): -477071.53739
Molar mass (g mol⁻¹): 1150.72
LUMO (eV): -7.29

ORCA input file:
```
! RIJCOSX wB97M-V def2-TZVPD def2/J DEFGRID3
* xyz 1 1
Br 10.1285 6.0825 0.1606
Br -2.2018 -2.8604 -4.4117
Br 7.9780 4.7175 2.0939
Br 7.8354 4.2308 -1.0739
Br 6.2766 1.7354 0.8969
Cl -0.8493 -1.4188 8.4814
Cl 0.2749 -1.5348 5.8041
Cl -1.4739 0.6616 6.5518
S 3.0885 -1.7895 2.5302
P -1.7225 0.3035 -4.0864
Mg 4.3259 4.0497 2.4046
Mg -2.0523 -4.6616 -6.5786
Na -4.3491 0.0150 -6.8206
F -6.3559 -6.4296 0.4746
F -5.3222 -6.2733 2.5279
F -2.8383 2.4151 -5.5961
O -0.3901 1.0325 -4.8128
O -4.3058 -5.2510 0.6473
O 4.2098 -1.3241 1.4240
O 2.2226 -0.3562 2.7585
O -3.3566 -3.3301 0.0175
O -6.2811 -4.3285 1.5726
O -1.1930 0.3476 -2.6912
O -3.2087 -0.3837 -3.5777
O -1.2401 -1.1997 -4.8074
O -5.7960 -2.1830 1.1624
O 2.2753 -2.8675 2.0042
O 3.5908 -2.0641 3.8697
N -3.1278 -0.7826 1.0309
N -2.7595 0.0133 3.1975
N -0.9476 0.2413 1.6163
C 8.9876 4.5553 0.4428
C -0.0205 2.5153 0.8370
C 3.5465 -0.1503 0.8070
C 4.3701 1.0710 2.8461
C -0.3242 2.4524 -4.6236
C -4.1324 -0.8808 -4.5395
C -0.3922 -1.2294 -5.9910
C -4.2687 -3.9449 0.5285
C 2.3878 1.8839 1.4497
C -5.5206 -3.3570 1.1153
C -1.1555 1.4300 0.7553
C 0.9877 2.3201 2.0219
C 3.0229 0.6073 2.0938
C -2.2933 -0.1779 2.0243
C -1.1229 -1.0565 6.7750
B -5.5829 -5.6140 1.3191
H -1.9827 -1.6251 6.4381
H -5.0955 -1.0342 -4.0521
H -0.6593 -0.4412 -6.6887
H 2.3820 1.7619 0.3438
H 0.6156 1.6807 2.8433
H -4.0190 -1.0151 1.4763
H 9.6302 3.6889 0.5491
H -0.5898 -0.5574 1.0937
H 5.4197 1.1350 2.2058
H -3.7762 -1.8613 -4.9537
H -0.5234 3.4999 0.9987
H 0.4677 2.6110 -0.1617
H 1.1443 3.3386 2.4671
H 0.5567 2.8202 -5.1493
H 2.7793 -0.6155 0.1492
H -2.7105 -1.6861 0.7520
H -2.1536 1.8910 0.9165
H -0.5315 -2.1933 -6.4836
H 4.5773 0.3718 3.6880
H 4.2926 2.1359 3.2378
H -1.1800 1.0582 -0.3107
H 0.6484 -1.1459 -5.6904
H 3.1569 2.6888 1.6367
H -4.2385 -0.1557 -5.3196
H -1.2172 2.9230 -5.0419
H -2.0378 0.4881 3.7497
H 4.3557 0.3153 0.2372
H -0.2351 2.6909 -3.5631
*
```

Results of the Löwdin charge analysis, in e, for atoms 1 through 5:
1 Br 0.619
2 Br 0.766
3 Br 0.502
4 Br 0.547
5 Br 0.329

=====

Q: Which value of E does entry 2 give?
A: -17663.00110 eV